# 1
Density functional theory data (ωB97M-V/def2-TZVPD) for a cluster of 2 separate species, C5H14N2O in total in a non-equilibrium geometry.

Computed properties:
Total charge   +1
HOMO-LUMO gap (spin up / spin down)   9.6644 / 6.5035 eV
Relative energy (zero: lowest compared OMol25 entry of this formula, charge and spin)   12.5 kcal/mol
Spin multiplicity   2
Expectation value of S²   0.76
Highest occupied orbital energy (spin up / spin down)   -13.383 / -13.385 eV
LUMO energy (spin up / spin down)   -3.72 / -6.88 eV

Atoms and positions in Å:
C (-0.92979, -0.51397, -2.02187)
O (-1.53206, -0.92752, -0.77984)
C (0.56828, -0.26756, -1.88054)
C (1.33793, -1.54763, -1.55137)
H (-1.40652, 0.39947, -2.38235)
H (-1.05515, -1.41199, -2.62544)
H (0.75571, 0.44345, -1.06746)
H (0.96403, 0.19809, -2.78398)
H (2.40482, -1.39286, -1.36971)
H (1.25721, -2.26400, -2.36937)
H (0.95904, -2.04111, -0.65281)
C (-0.41786, 1.30002, 1.50972)
C (0.67084, 0.51721, 1.84362)
N (1.96455, 0.79741, 1.61278)
N (-1.69670, 0.85307, 1.67017)
H (-0.32886, 2.32272, 1.16073)
H (0.50146, -0.31816, 2.51687)
H (2.50474, -0.05880, 1.50389)
H (2.16661, 1.50155, 0.90323)
H (-1.67221, -0.16247, -0.21847)
H (-2.31278, 1.56732, 2.05943)
H (-1.71898, 0.04897, 2.30240)

Quick look at the Löwdin charges, all values in e: atom 1 (C): -0.236, atom 2 (O): -0.086, atom 3 (C): -0.247, atom 4 (C): -0.110, atom 5 (H): 0.120, atom 6 (H): 0.125, atom 7 (H): 0.068, atom 8 (H): 0.114, atom 9 (H): 0.067, atom 10 (H): 0.081, atom 11 (H): 0.067, atom 12 (C): -0.087, atom 13 (C): -0.093, atom 14 (N): 0.188, atom 15 (N): 0.141, atom 16 (H): 0.151, atom 17 (H): 0.152, atom 18 (H): 0.143, atom 19 (H): 0.141, atom 20 (H): 0.019, atom 21 (H): 0.145, atom 22 (H): 0.138

=====

# 2
Density functional theory data (ωB97M-V/def2-TZVPD) for the ion C5H14N2O with charge +2 in a non-equilibrium geometry.

Computed properties:
Structure (SMILES)   [NH3+]/C=C/C[C@H]([NH3+])CO
Total charge   +2
HOMO-LUMO gap   11.4146 eV
Relative energy (zero: lowest compared OMol25 entry of this formula, charge and spin)   3.2 kcal/mol
Highest occupied orbital energy   -17.898 eV
LUMO energy   -6.48 eV

Atoms and positions in Å:
N (2.29722, -2.03994, 2.30477)
C (1.15924, -1.16654, 1.92803)
C (1.08982, -0.36581, 0.88085)
C (-0.06078, 0.59785, 0.76289)
C (-0.50267, 0.83717, -0.68028)
N (-1.31500, 2.10277, -0.84881)
C (-1.26420, -0.25975, -1.39755)
O (-1.28253, 0.21357, -2.74923)
H (1.95830, -2.99880, 2.34716)
H (2.66581, -1.74401, 3.21171)
H (3.07191, -2.00174, 1.64263)
H (0.41295, -1.13917, 2.71200)
H (1.81544, -0.38578, 0.09501)
H (-0.91116, 0.28666, 1.36779)
H (0.28905, 1.54562, 1.18993)
H (0.36557, 0.97304, -1.28209)
H (-2.30925, 1.96338, -0.64791)
H (-1.30008, 2.31784, -1.85655)
H (-0.95335, 2.90218, -0.32785)
H (-2.27374, -0.53021, -1.08195)
H (-0.67114, -1.17660, -1.33897)
H (-1.36678, -0.52484, -3.36446)

Quick look at the Löwdin charges, all values in e: atom 1 (N): 0.233, atom 2 (C): -0.060, atom 3 (C): -0.039, atom 4 (C): -0.116, atom 5 (C): -0.272, atom 6 (N): 0.253, atom 7 (C): -0.179, atom 8 (O): -0.042, atom 9 (H): 0.183, atom 10 (H): 0.188, atom 11 (H): 0.182, atom 12 (H): 0.144, atom 13 (H): 0.134, atom 14 (H): 0.139, atom 15 (H): 0.143, atom 16 (H): 0.151, atom 17 (H): 0.188, atom 18 (H): 0.179, atom 19 (H): 0.183, atom 20 (H): 0.145, atom 21 (H): 0.140, atom 22 (H): 0.122

=====

Question: relative energy (zero: lowest compared OMol25 entry of this formula, charge and spin) of number 1 (C5H14N2O)?
Answer: 12.5 kcal/mol